# C22H36O2P2Re

A molecular structure, C22H36O2P2Re at a distorted geometry (ωB97M-V/def2-TZVPD, the Open Molecules 2025 dataset).

Computed properties:
- Highest occupied orbital energy (alpha / beta): -13.83 / -13.84 eV
- Strongest force on any atom: 0.1314 Eh/bohr
- Relative energy (zero: lowest compared OMol25 entry of this formula, charge and spin): 26.8 kcal per mole
- 2S+1: 4
- <S²>: 3.766
- Net charge: +2
- Energy: -1770.51524 a.u.

Atoms and positions in Å:
H: 0.9070 -0.3932 -1.9861
H: 0.4293 4.0323 0.1344
P: -0.3952 1.8827 0.9210
H: 1.3045 -2.4346 -3.1469
H: 0.1818 -0.5036 8.7840
C: 0.1963 -0.0678 7.7858
H: -1.8147 1.2025 -5.3486
C: 1.3016 0.6008 -4.8581
H: 1.3166 1.9274 -3.1354
H: -2.6834 1.5846 0.1714
H: 2.2190 0.2792 5.0396
C: -0.5269 -1.6330 -3.8323
C: 1.3585 -0.0946 7.0120
O: 0.9952 0.6966 2.8964
H: 0.6165 3.7236 1.8906
H: -1.1964 -1.3131 2.7215
H: -1.1562 2.1922 -2.9619
H: -0.4482 -2.7913 2.0883
H: 1.1686 1.6446 -1.1209
P: 0.2810 -2.0997 -0.2892
H: -2.1334 3.2814 0.0714
H: 2.7204 -0.8948 -4.2006
H: -0.5815 1.6792 -1.2887
H: -1.1392 -3.8755 0.0880
C: -0.9525 1.0278 5.9570
C: 0.1436 -0.3054 -1.2233
H: 0.5212 -1.6803 3.0688
C: 0.0548 1.1746 3.6564
Re: 0.4502 -0.2546 0.8623
H: -2.4228 2.5142 1.6670
H: 1.9256 -3.7543 -0.3509
C: 1.7032 -0.8867 -4.6228
H: 2.2768 -0.4961 7.4264
C: -1.6532 0.6425 -4.4181
C: -2.0756 2.3558 0.6430
H: 2.2255 1.1385 -5.0686
H: -1.1575 -2.3237 -3.2604
C: 1.3460 0.3336 5.6857
H: -1.0846 -3.4910 -1.6709
H: -2.0693 -2.4997 -0.5501
H: 1.8823 -2.8693 -1.8920
C: -0.9517 0.5371 7.2665
H: 1.7627 3.0184 0.7325
H: 0.6618 0.6432 -5.7474
C: 0.8159 -1.6572 -3.7341
H: -2.6330 0.6080 -3.9096
H: -2.2289 -1.3243 -5.0213
C: -0.7104 1.3675 -3.5459
O: -0.9204 1.8762 3.2749
C: 0.6293 1.2993 -3.7221
C: -1.2777 -0.8179 -4.8388
H: -0.7157 -0.7688 -5.7767
H: -0.8050 -0.4277 -1.7354
C: 0.7176 3.2996 0.8923
H: -1.8462 0.6269 7.8812
C: 0.1752 0.8642 5.1440
H: -1.8454 1.5039 5.5501
C: 1.8400 -2.7686 -0.8161
C: -0.2717 -1.7373 2.3160
H: 1.7697 -1.3588 -5.6125
C: 0.2404 1.1719 -0.7987
C: -1.1257 -3.0678 -0.6621
H: 2.6845 -2.1396 -0.4818

Here are the Mulliken charges for atoms 1 to 2, given in e: 0.157 0.431